Below is a structure of composition C41H36GeN2O3S2Ta, with properties calculated with ωB97M-V/def2-TZVPD.

Output
Net charge ... +2
Spin multiplicity ... 2
Molecular weight ... 922.4 g mol⁻¹
⟨S²⟩ ... 0.769
HOMO (spin up / spin down) ... -12.316 / -12.316 eV
LUMO level (spin up / spin down) ... -6.1 / -8.9 eV

Each line ends with the Mulliken charge.
Atoms and positions in Å:
Ta (0.239, -0.150, -0.072)  1.62
Ge (-0.111, 0.364, 2.541)  1.12
S (2.825, 3.733, -1.050)  0.01
S (2.357, 0.900, -0.371)  -0.37
O (0.943, -1.824, 0.398)  -0.08
O (-0.919, -1.549, -1.209)  -0.53
O (-0.805, 1.224, -0.754)  0.33
N (0.919, 1.049, -3.182)  -0.48
N (1.378, 2.216, -2.624)  0.33
C (1.802, -1.883, 5.514)  -0.76
C (-3.794, -1.474, 3.668)  0.94
C (-1.338, 1.944, -2.942)  0.65
C (-0.285, -5.085, -0.531)  -0.74
C (3.934, 3.884, -3.287)  0.71
C (3.507, 5.197, -3.660)  -0.22
C (-4.461, -2.708, 3.453)  -0.82
C (-3.232, 3.691, -1.878)  -0.63
C (-3.033, 3.628, -3.251)  -0.91
C (2.574, -0.724, 3.118)  -0.01
C (1.408, -3.924, 1.399)  -0.73
C (1.176, -5.291, 1.373)  -0.61
C (-1.578, -3.367, -2.551)  -1.91
C (-2.494, 2.884, -1.022)  -1.19
C (-1.559, 2.035, -1.574)  0.72
C (3.837, 2.825, -4.220)  -0.24
C (-0.330, 0.983, -3.455)  0.59
C (-3.701, 0.713, 4.691)  -0.94
C (-1.869, 0.000, 3.268)  0.89
C (3.123, -1.970, 5.100)  -0.54
C (0.869, -1.216, 4.730)  -0.29
C (-2.533, -1.254, 3.071)  -0.70
C (-3.890, -3.695, 2.707)  -0.92
C (0.262, 2.278, 2.712)  -1.42
C (0.347, -5.873, 0.408)  -0.94
C (-0.099, -3.693, -0.511)  0.54
C (-0.834, -2.799, -1.391)  1.21
C (2.032, 2.201, -1.545)  0.19
C (-2.611, -3.495, 2.137)  -0.53
C (-1.965, -2.305, 2.310)  1.16
C (-2.102, 2.748, -3.783)  -0.80
C (2.980, 4.387, -5.839)  -0.36
C (3.510, -1.385, 3.900)  -0.67
C (3.048, 5.441, -4.930)  -0.72
C (-0.811, -0.130, -4.324)  -1.56
C (0.772, -3.158, 0.443)  0.37
C (1.241, -0.627, 3.520)  0.63
C (-4.357, -0.460, 4.485)  -0.83
C (3.383, 3.081, -5.482)  -0.58
C (-2.453, 0.949, 4.063)  -0.86
C (4.428, 3.663, -1.913)  -0.98
H (-0.980, -2.164, 1.889)  -0.67
H (-3.971, 4.366, -1.468)  0.47
H (1.647, -5.916, 2.120)  0.49
H (4.967, 2.737, -1.734)  0.41
H (-0.942, -4.043, -3.123)  0.46
H (1.497, -2.330, 6.452)  0.43
H (-0.010, -0.834, -4.538)  0.40
H (-1.949, -2.571, -3.186)  0.26
H (-2.431, -3.945, -2.186)  0.43
H (2.053, -3.454, 2.129)  0.45
H (3.851, -2.488, 5.711)  0.42
H (-0.551, 2.878, 2.301)  0.35
H (-5.321, -0.639, 4.946)  0.42
H (-1.177, 0.289, -5.265)  0.49
H (-1.967, 1.904, 4.229)  0.41
H (3.574, 5.996, -2.932)  0.42
H (-4.126, 1.471, 5.335)  0.44
H (4.994, 4.505, -1.517)  0.47
H (-5.436, -2.856, 3.901)  0.42
H (3.335, 2.290, -6.218)  0.45
H (1.186, 2.532, 2.193)  0.31
H (4.151, 1.830, -3.931)  0.43
H (-3.609, 4.263, -3.911)  0.44
H (-2.143, -4.293, 1.574)  0.34
H (2.906, -0.281, 2.185)  0.11
H (4.543, -1.439, 3.580)  0.43
H (0.389, 2.521, 3.767)  0.55
H (-4.407, -4.634, 2.556)  0.43
H (0.197, -6.943, 0.401)  0.43
H (-1.654, -0.635, -3.855)  0.21
H (-1.960, 2.691, -4.855)  0.47
H (2.613, 4.570, -6.841)  0.45
H (-2.642, 2.905, 0.049)  0.54
H (2.748, 6.436, -5.227)  0.44
H (-0.159, -1.157, 5.071)  0.42
H (-0.943, -5.541, -1.259)  0.50


Below is a structure of composition C41H36IrN3O3Sb2, with properties calculated with ωB97M-V/def2-TZVPD.

Output
Net charge ... +3
Spin multiplicity ... 6
Molecular weight ... 1054.5 g mol⁻¹
⟨S²⟩ ... 8.802
HOMO (spin up / spin down) ... -15.759 / -16.169 eV
LUMO level (spin up / spin down) ... -8.9 / -10.4 eV

Each line ends with the Mulliken charge.
Atoms and positions in Å:
Ir (0.562, -2.682, -0.371)  2.95
Sb (2.120, -0.719, 0.522)  -0.61
Sb (-0.762, 1.665, 0.514)  1.25
O (-4.597, -2.347, -2.011)  -0.77
O (-0.726, -0.935, -1.741)  -0.90
O (1.421, -3.466, -3.245)  -0.31
N (-2.350, -2.235, -0.920)  0.10
N (-1.523, -2.808, -0.013)  -0.95
N (0.340, -3.557, 1.650)  -0.06
C (-1.285, -4.590, 3.116)  -0.92
C (1.294, -3.935, 2.519)  -0.06
C (3.063, 3.277, -0.727)  -0.85
C (-3.537, 2.127, -0.497)  -0.78
C (5.558, -3.347, -0.148)  -0.82
C (-3.416, 0.230, 1.013)  -0.37
C (-0.270, -4.916, 3.983)  -0.40
C (0.683, 5.567, 1.745)  -0.96
C (-0.258, 3.686, 0.577)  1.09
C (-0.443, 4.433, -0.555)  -0.57
C (-4.749, -0.056, 0.756)  -0.84
C (-3.347, 0.377, -4.772)  -0.72
C (2.078, -0.174, 2.582)  -1.56
C (-4.189, -1.469, -2.842)  0.73
C (-1.966, -3.466, 0.999)  -0.41
C (-0.287, 0.654, 2.380)  -0.95
C (4.304, -2.794, -0.036)  -0.20
C (0.431, 6.329, 0.593)  -0.54
C (2.233, 1.040, -0.578)  0.67
C (-4.822, 1.779, -0.765)  -0.62
C (1.097, 0.945, 2.919)  0.17
C (1.782, 1.124, -1.905)  -0.06
C (6.483, -1.260, 0.637)  -0.67
C (-2.817, 1.331, 0.401)  0.87
C (-2.896, -0.832, -2.753)  0.03
C (2.034, 2.272, -2.658)  -0.78
C (6.650, -2.592, 0.268)  -0.52
C (1.172, -3.196, -2.185)  0.40
C (5.235, -0.712, 0.743)  -0.50
C (-2.515, 0.088, -3.645)  -0.10
C (-4.561, -0.275, -4.907)  -0.63
C (-5.449, 0.694, -0.165)  -0.70
C (2.657, 3.319, -2.089)  -0.68
C (0.312, 4.240, 1.765)  -0.45
C (-1.912, -1.300, -1.792)  0.12
C (1.066, -4.614, 3.677)  -0.91
C (-0.091, 5.772, -0.554)  -0.81
C (-4.983, -1.126, -3.981)  -0.42
C (2.858, 2.151, 0.037)  -0.60
C (-0.949, -3.867, 1.978)  0.84
C (4.108, -1.505, 0.376)  1.09
H (-3.370, -2.426, -1.002)  0.70
H (-2.317, -4.870, 3.274)  0.46
H (-1.092, 1.017, 3.013)  0.83
H (-6.509, 0.489, -0.373)  0.46
H (-5.295, -0.825, 1.269)  0.49
H (-5.374, 2.405, -1.497)  0.44
H (-0.929, 4.052, -1.443)  0.35
H (7.671, -2.995, 0.214)  0.39
H (-2.829, -0.357, 1.683)  0.60
H (1.397, 0.249, -2.473)  0.22
H (2.870, 4.242, -2.633)  0.45
H (-0.439, -5.501, 4.861)  0.48
H (2.301, -3.709, 2.181)  0.47
H (1.908, -4.882, 4.288)  0.50
H (-2.965, 1.066, -5.533)  0.48
H (1.774, 2.305, -3.703)  0.52
H (3.185, 2.093, 1.083)  0.41
H (-1.574, 0.654, -3.542)  0.47
H (-3.033, -3.591, 1.249)  0.48
H (3.593, 4.106, -0.322)  0.56
H (1.489, 1.895, 2.557)  -0.18
H (3.078, 0.157, 2.793)  0.82
H (0.987, 1.062, 4.013)  0.43
H (1.040, 6.059, 2.642)  0.48
H (5.193, 0.317, 1.051)  0.31
H (5.712, -4.384, -0.484)  0.41
H (1.863, -1.083, 3.123)  0.59
H (-0.333, 6.391, -1.407)  0.48
H (-5.139, -0.128, -5.813)  0.47
H (-0.398, -0.418, 2.216)  -0.08
H (7.358, -0.691, 0.891)  0.43
H (3.423, -3.379, -0.237)  0.10
H (-3.137, 2.987, -1.050)  0.27
H (0.650, 7.399, 0.590)  0.43
H (-5.953, -1.666, -4.035)  0.49
H (0.353, 3.631, 2.659)  0.51


- Which of these has the highest spin multiplicity?
  C41H36IrN3O3Sb2